The molecule CH3IOS2 at a distorted geometry. Source: the OMol25 dataset; level of theory: ωB97M-V/def2-TZVPD.

Each atom is followed by the atoms it is bonded to, with distances in Å.
Cartesian coordinates (Å):
1 C -0.807 -0.454 -0.033  S4 1.788, H6 1.043, H7 1.170, H8 1.072
2 O 0.766 0.340 1.678  S4 1.413
3 S 2.289 -0.996 -0.959  S4 2.429
4 S 0.731 0.407 0.267  C1 1.788, O2 1.413, S3 2.429, I5 2.491
5 I 0.502 2.718 -0.634  S4 2.491
6 H -1.645 0.101 0.246  C1 1.043
7 H -1.095 -0.771 -1.121  C1 1.170
8 H -0.741 -1.346 0.557  C1 1.072

## Properties
**ΔE to the lowest compared entry with this formula, charge and spin**: 102.2 kJ/mol
**Multiplicity**: 3
**LUMO (alpha / beta)**: -0.66 / -2.65 eV

Now the Mulliken charges, all in e: -0.88 -0.47 -0.13 0.48 -0.05 0.38 0.31 0.36